#1
6
Properties=species:S:1:pos:R:3:mulliken_charge:R:1 method="wB97M-V/def2-TZVPD" lumo_energy_ev=-0.9 gap_ev=8.956
C 1.454 -0.818 0.540 0.147
O 1.502 -1.892 0.077 -0.349
I 0.261 -0.334 2.234 0.101
I -2.815 0.344 -1.204 -0.094
I 2.583 0.802 -0.248 0.101
H -2.984 1.898 -1.399 0.095


#2
6
Properties=species:S:1:pos:R:3:mulliken_charge:R:1 method="wB97M-V/def2-TZVPD" lumo_energy_ev=-1.5 smiles="O=CI.II" gap_ev=7.911
C 1.174 -0.119 0.329 -0.079
O 0.618 0.018 1.338 -0.290
I 1.453 -1.995 -0.770 0.007
I -2.091 1.818 -0.804 -0.011
I -2.849 -0.473 0.151 0.007
H 1.696 0.751 -0.244 0.367


Stability, lowest: #1


#1
10
Properties=species:S:1:pos:R:3:mulliken_charge:R:1 method="wB97M-V/def2-TZVPD" lumo_energy_ev="-0.9 / -0.8" gap_ev="7.919 / 9.072"
C -1.012 -0.793 0.244 -0.778
N 0.193 1.612 0.139 -0.764
O 2.478 -0.524 -0.794 -0.386
O 0.268 -1.356 -0.179 -0.293
S 1.575 -0.449 0.307 0.631
H -1.319 -1.104 1.200 0.321
H -1.662 -1.380 -0.314 0.307
H -1.177 0.233 0.201 0.474
H -0.138 1.356 -0.787 0.278
H 0.794 2.406 -0.017 0.210


#2
10
Properties=species:S:1:pos:R:3:mulliken_charge:R:1 method="wB97M-V/def2-TZVPD" lumo_energy_ev="-0.4 / -1.7" gap_ev="9.006 / 7.621"
C -0.909 -0.673 1.010 -1.005
N 1.425 1.150 -1.400 -0.509
O 1.627 1.919 1.127 -0.470
O 3.094 0.006 0.287 -0.444
S 1.885 0.723 0.286 0.818
H -1.148 -1.181 0.168 0.385
H -0.023 -1.052 1.536 0.300
H -1.463 0.038 1.525 0.352
H 0.634 1.728 -1.206 0.301
H 1.076 0.501 -2.003 0.272


Stability, lowest: #2


#1
8
Properties=species:S:1:pos:R:3:mulliken_charge:R:1 method="wB97M-V/def2-TZVPD" lumo_energy_ev=-0.1 smiles=OCOSCl gap_ev=9.445
C 0.539 0.288 -0.021 -0.012
O -0.165 -0.719 0.655 -0.499
O 1.346 -0.334 -0.991 -0.393
S 2.720 -1.035 -0.098 0.211
Cl 3.656 0.686 0.200 -0.113
H 1.104 0.778 0.694 0.242
H -0.073 0.964 -0.549 0.240
H -0.058 -1.544 0.187 0.324


#2
8
Properties=species:S:1:pos:R:3:mulliken_charge:R:1 method="wB97M-V/def2-TZVPD" lumo_energy_ev="-2.3 / -2.3" gap_ev="7.384 / 7.292"
C -0.100 -0.387 0.106 -0.025
O -0.262 1.022 -0.170 -0.480
O -0.988 -1.119 -0.551 -0.482
S -3.189 -0.893 0.131 0.232
Cl -3.640 0.972 -0.078 -0.006
H -0.219 -0.367 1.169 0.221
H 0.864 -0.906 -0.178 0.250
H -0.046 1.234 -1.043 0.290


Stability, lowest: #2


#1
32
Properties=species:S:1:pos:R:3:mulliken_charge:R:1 method="wB97M-V/def2-TZVPD" charge=-1 lumo_energy_ev=2.7 gap_ev=9.086
O -0.867 1.796 -4.738 -0.667
H -1.128 0.947 -4.326 0.344
H -0.037 1.870 -4.246 0.302
O 1.651 3.263 1.156 -0.645
H 1.197 3.819 0.517 0.267
H 1.814 2.340 0.865 0.365
O -1.518 3.823 1.077 -0.635
H 2.159 -3.654 1.376 0.261
H -2.293 -2.138 0.057 0.320
O -0.182 0.617 1.405 -0.794
H -0.886 0.043 1.756 0.169
H -0.066 -2.292 2.267 0.253
O 2.086 -0.986 2.131 -0.563
H 1.609 2.331 -1.389 0.279
H -0.722 0.319 0.372 0.409
O -3.124 -1.949 -0.408 -0.689
H -3.015 -1.043 -0.708 0.342
H -1.991 0.590 -1.018 0.212
O -1.291 0.015 -0.691 -0.895
H -1.142 3.786 1.964 0.342
O 3.099 -3.601 1.178 -0.638
H -0.888 3.258 0.607 0.285
H 3.209 -2.623 1.152 0.363
O -1.424 -1.390 -2.731 -0.736
H -1.045 -0.948 -1.844 0.415
H -2.120 -1.892 -2.291 0.348
O 1.857 1.488 -0.975 -0.669
H 2.324 -0.080 1.934 0.276
H 1.009 1.006 -1.080 0.349
O -0.153 -3.192 2.609 -0.575
H 1.130 -1.074 2.173 0.300
H 0.163 -3.720 1.868 0.305


#2
32
Properties=species:S:1:pos:R:3:mulliken_charge:R:1 method="wB97M-V/def2-TZVPD" charge=-1 lumo_energy_ev=2.4 gap_ev=8.002
O -1.299 2.410 2.581 -0.584
H -2.186 2.473 2.432 0.264
H -0.948 2.091 3.365 0.290
O -3.085 0.732 -2.554 -0.642
H -2.923 -0.025 -2.053 0.357
H -2.473 1.452 -2.204 0.303
O 3.192 0.507 -3.123 -0.686
H -1.576 -2.756 2.047 0.322
H 3.393 1.133 1.640 0.417
O -2.311 -0.618 -0.238 -0.558
H -2.886 -0.624 0.677 0.303
H -1.692 -1.115 0.188 0.285
O 2.178 0.778 0.615 -0.872
H 0.501 0.917 1.968 0.412
H 0.943 -1.529 -0.923 0.317
O 3.735 1.542 2.432 -0.669
H 3.267 2.325 2.504 0.253
H 1.226 -0.768 -2.156 0.216
O 1.003 -1.636 -1.861 -0.558
H 2.471 0.541 -3.769 0.322
O -1.938 -1.773 2.198 -0.696
H 2.755 0.729 -2.269 0.370
H -1.234 -1.394 2.629 0.320
O -1.550 -3.123 -3.221 -0.605
H -2.348 -3.124 -2.881 0.257
H -0.851 -3.167 -2.490 0.326
O 0.236 0.450 2.786 -0.631
H 2.086 -0.149 0.417 0.182
H 1.100 0.262 3.155 0.280
O 0.388 0.951 -1.172 -0.768
H 1.164 1.235 -0.129 0.317
H -0.339 1.272 -0.590 0.155


Stability, lowest: #2


#1
9
Properties=species:S:1:pos:R:3:mulliken_charge:R:1 method="wB97M-V/def2-TZVPD" charge=+1 lumo_energy_ev=-3.8 gap_ev=9.754
Rb 1.841 2.397 2.381 0.983
C 0.197 0.033 -0.187 0.633
O 1.026 0.808 0.075 -0.598
N 0.262 -1.098 -0.840 -0.375
N -1.039 0.123 0.263 -0.465
H -0.562 -1.682 -0.869 0.198
H 1.119 -1.363 -1.304 0.228
H -1.756 -0.139 -0.399 0.236
H -1.088 0.922 0.879 0.160


#2
9
Properties=species:S:1:pos:R:3:mulliken_charge:R:1 method="wB97M-V/def2-TZVPD" charge=+1 lumo_energy_ev=-3.5 gap_ev=10.904
Rb 21.168 -8.721 20.756 0.963
C 20.790 -11.620 21.839 0.850
O 20.575 -10.713 21.096 -0.856
N 21.321 -11.452 23.011 -0.359
N 20.509 -12.843 21.547 -0.353
H 21.614 -12.327 23.421 0.165
H 21.672 -10.578 23.376 0.174
H 20.787 -13.530 22.233 0.171
H 19.896 -13.018 20.764 0.246


Stability, lowest: #2


#1
11
Properties=species:S:1:pos:R:3:mulliken_charge:R:1 method="wB97M-V/def2-TZVPD" lumo_energy_ev=0.0 smiles=Oc1cnc(F)cn1 gap_ev=9.074
C 1.329 -0.064 -0.031 0.609
C 0.514 1.206 -0.061 -0.190
C -1.238 0.026 -0.002 0.499
C -0.547 -1.195 -0.052 -0.208
H 2.965 0.793 0.391 0.348
H 1.176 2.123 -0.053 0.235
H -1.152 -2.012 0.055 0.453
N -0.847 1.300 -0.002 -0.510
N 0.734 -1.233 -0.002 -0.491
O 2.612 -0.078 0.013 -0.478
F -2.605 -0.066 0.045 -0.265


#2
11
Properties=species:S:1:pos:R:3:mulliken_charge:R:1 method="wB97M-V/def2-TZVPD" lumo_energy_ev=0.0 smiles=Oc1cncc(F)n1 gap_ev=9.823
C 1.006 -0.395 0.134 0.543
C 0.961 0.938 -0.012 -0.154
C -1.356 0.833 0.035 -0.079
C -1.343 -0.511 0.082 0.388
H 1.861 -1.875 0.124 0.356
H 1.823 1.639 -0.191 0.354
H -2.368 1.086 0.142 0.378
N -0.227 1.582 -0.096 -0.569
N -0.112 -1.125 0.054 -0.518
O 2.195 -1.057 -0.132 -0.463
F -2.440 -1.115 -0.139 -0.238


#3
11
Properties=species:S:1:pos:R:3:mulliken_charge:R:1 method="wB97M-V/def2-TZVPD" lumo_energy_ev=-0.2 smiles="N#CC1=NOC[C@H]1F" gap_ev=10.426
C 0.501 0.826 0.385 0.553
C 1.776 0.011 0.351 -0.592
C -0.494 -0.314 -0.034 0.354
C -1.856 -0.161 0.096 0.080
H 0.183 1.336 1.396 0.287
H 2.376 0.614 -0.475 0.239
H 2.269 -0.091 1.270 0.300
N 0.075 -1.362 -0.364 -0.301
N -3.025 -0.017 0.110 -0.429
O 1.447 -1.268 -0.095 -0.217
F 0.521 1.751 -0.494 -0.275


Stability, lowest: #3


#1
9
Properties=species:S:1:pos:R:3:mulliken_charge:R:1 method="wB97M-V/def2-TZVPD" lumo_energy_ev=-1.1 gap_ev=6.748
C 0.576 0.626 0.220 -0.286
C 0.067 -0.910 -0.039 -0.347
O 1.907 0.794 -0.033 0.061
O 1.062 -1.807 -0.014 -0.762
Si 3.228 -0.029 0.049 0.254
H 0.438 0.784 1.289 0.235
H -0.082 1.163 -0.361 0.310
H -0.633 -0.927 -0.894 0.248
H -0.591 -1.078 0.737 0.286


#2
9
Properties=species:S:1:pos:R:3:mulliken_charge:R:1 method="wB97M-V/def2-TZVPD" lumo_energy_ev=0.1 gap_ev=10.104
C -0.721 -0.271 1.464 -0.427
C 0.648 -0.553 1.348 -0.388
O -0.020 1.764 -1.389 -0.791
O -0.367 -0.984 -1.762 -0.482
Si -0.126 -0.296 -0.282 0.623
H -1.412 -0.545 2.208 0.369
H 1.407 -0.830 2.036 0.420
H 0.940 1.895 -1.303 0.276
H -0.349 -0.180 -2.320 0.400


Stability, lowest: #1


#1
7
Properties=species:S:1:pos:R:3:mulliken_charge:R:1 method="wB97M-V/def2-TZVPD" lumo_energy_ev=-1.0 gap_ev=10.946
C -1.314 1.181 0.161 0.565
N -0.308 1.738 -0.042 -0.345
O 0.289 -1.364 -0.086 -0.442
F -2.163 0.237 0.234 -0.110
F 2.650 -0.680 -1.033 -0.335
F 1.781 0.188 1.271 -0.283
S 1.101 -0.103 -0.324 0.949


#2
7
Properties=species:S:1:pos:R:3:mulliken_charge:R:1 method="wB97M-V/def2-TZVPD" lumo_energy_ev=0.2 gap_ev=12.349
C -1.819 -0.119 0.181 0.615
N -1.380 0.553 -0.638 -0.408
O 0.791 -0.628 0.662 -0.429
F -2.305 -0.789 1.135 -0.159
F 1.832 -0.310 -1.703 -0.242
F 3.003 0.595 0.263 -0.256
S 1.383 0.359 -0.231 0.879


Stability, lowest: #1